[1]
{"formula": "C36H44N2SiTa", "method": "ωB97M-V/def2-TZVPD", "elements": ["C", "C", "C", "H", "C", "C", "H", "H", "H", "H", "Ta", "C", "H", "H", "H", "Si", "C", "C", "H", "C", "H", "C", "H", "C", "H", "C", "H", "C", "C", "H", "C", "H", "C", "H", "C", "H", "C", "H", "H", "H", "C", "C", "C", "C", "C", "C", "C", "N", "C", "C", "C", "C", "C", "C", "C", "N", "C", "C", "C", "C", "H", "H", "H", "H", "H", "H", "H", "H", "H", "H", "H", "H", "H", "H", "H", "H", "H", "H", "H", "H", "H", "H", "H", "H"], "coordinates": [[-2.029890, -1.422846, 0.553653], [-1.900679, -2.315664, -0.572999], [-0.718571, -3.106707, -0.379067], [-2.620231, -2.407907, -1.360611], [-0.177891, -2.730501, 0.900612], [-0.984870, -1.700194, 1.459169], [-0.939547, -1.405080, 2.490595], [-2.895245, -0.772910, 0.698452], [-0.461156, -4.051423, -0.871427], [0.551336, -3.327926, 1.387420], [-0.114111, -1.021393, -0.511682], [-1.197151, -0.239693, -2.195100], [-0.967617, -1.254130, -2.750198], [-2.141588, -0.177492, -1.461355], [-0.949958, 0.718697, -2.681707], [-3.460286, -0.576312, -4.166190], [-3.494110, 1.289784, -4.847438], [-4.751170, 2.020047, -4.907221], [-5.638128, 1.622090, -4.417427], [-4.912563, 3.201912, -5.605376], [-5.916681, 3.639718, -5.826499], [-3.764607, 3.817623, -6.165897], [-3.839381, 4.730312, -6.769807], [-2.476809, 3.308141, -5.884524], [-1.558603, 3.881515, -6.175575], [-2.362009, 2.069855, -5.212781], [-1.387535, 1.633780, -5.093251], [-2.689470, -2.096104, -4.962933], [-3.484419, -2.739766, -5.958273], [-4.246826, -2.179061, -6.470355], [-3.316213, -4.104087, -6.314603], [-4.031351, -4.616354, -7.004739], [-2.220562, -4.815060, -5.751029], [-2.005550, -5.870151, -6.110236], [-1.427202, -4.225487, -4.727173], [-0.670300, -4.792662, -4.122987], [-1.594333, -2.859244, -4.455512], [-0.801123, -2.403013, -3.844373], [0.771466, -2.172549, -1.480390], [-4.851534, -0.932016, -4.101936], [6.032046, -2.695993, 3.204838], [5.198333, -1.443695, 3.472730], [4.399175, -1.649241, 4.757227], [6.180287, -0.310369, 3.749867], [4.251707, -1.114213, 2.264108], [4.226928, -1.867379, 1.076110], [3.056832, -1.793283, 0.292000], [1.982174, -0.984717, 0.548753], [2.129174, -0.057158, 1.552627], [3.293611, -0.075857, 2.377884], [1.030075, 0.913334, 1.697091], [0.957313, 1.956904, 2.651400], [-0.224223, 2.689893, 2.817930], [-1.260845, 2.432080, 1.910521], [-1.145162, 1.428634, 0.962677], [0.000926, 0.730496, 0.807142], [-0.509988, 3.685290, 3.942418], [-0.603826, 5.072108, 3.295889], [-1.835013, 3.276597, 4.592227], [0.601598, 3.642495, 4.982707], [6.620485, -2.921210, 4.104708], [6.729738, -2.574021, 2.364256], [5.407306, -3.573018, 3.006136], [5.082625, -1.940167, 5.560034], [3.883899, -0.738720, 5.069833], [3.665036, -2.448275, 4.648141], [6.821295, -0.083918, 2.899220], [5.673425, 0.610636, 4.017829], [6.835083, -0.562981, 4.586396], [5.022236, -2.599788, 0.820984], [2.985184, -2.400598, -0.600506], [3.273554, 0.676463, 3.185374], [1.842319, 2.102244, 3.260567], [-2.182403, 2.997273, 1.967061], [-1.987159, 1.226287, 0.299918], [-1.423849, 5.117051, 2.566845], [-0.804104, 5.785114, 4.093511], [0.340523, 5.340934, 2.794292], [-1.797262, 2.233619, 4.947915], [-1.995159, 3.941882, 5.438633], [-2.669178, 3.396883, 3.894576], [0.726752, 2.643240, 5.420936], [1.557612, 3.996101, 4.586387], [0.307388, 4.321301, 5.781576]], "forces_ev_per_angstrom": [[-1.2, -1.8, -0.2], [-0.2, -1.1, 1.7], [-1.6, -2.1, 1.0], [0.1, 0.0, -0.4], [-2.3, -1.0, 0.5], [-0.8, -2.4, 0.7], [0.4, 0.7, 0.0], [0.6, 0.0, 0.0], [0.1, 0.8, -0.1], [0.9, 0.2, 0.3], [4.4, 5.5, -1.7], [-1.3, -0.4, 0.9], [-1.0, 1.9, 0.7], [1.4, 0.0, -2.4], [0.1, -0.6, 0.1], [0.4, 2.4, -3.5], [-0.1, 0.5, 1.2], [0.0, -1.4, 0.4], [0.1, -0.2, -0.2], [0.6, 0.5, -1.1], [1.0, -0.5, 0.6], [0.3, -0.2, 0.5], [-0.1, -0.4, 0.3], [-0.1, -0.3, 0.4], [-1.1, -0.8, 0.2], [-0.4, -0.1, -0.9], [0.4, 0.0, 0.0], [1.2, -1.1, 0.0], [0.0, -0.7, 0.6], [-0.5, 0.1, 0.1], [1.0, 0.4, 0.4], [0.9, 0.7, 0.5], [-0.4, -0.7, 0.3], [-0.4, 1.4, 0.8], [-0.1, 0.2, -0.7], [-0.6, 0.5, -1.2], [-0.4, -0.1, 0.3], [-0.6, -0.3, -0.1], [0.3, 0.1, 0.0], [-0.8, -0.1, 1.0], [0.0, -0.4, -0.2], [0.5, 0.2, -0.7], [-0.5, -0.2, -0.1], [0.2, 0.6, -0.3], [0.3, 0.1, 1.0], [-1.1, -0.1, 0.0], [0.4, 0.4, 0.2], [0.5, 0.3, -0.3], [2.1, -0.6, 0.2], [-2.0, 0.0, -0.4], [-0.9, 1.2, -0.1], [0.3, -1.2, -0.7], [-0.1, 0.0, 0.0], [-0.1, -0.7, -0.6], [0.2, 1.4, 0.4], [0.5, -0.6, 0.7], [0.7, -0.8, -0.7], [0.1, 0.0, -0.1], [0.0, -0.1, 0.0], [0.0, 0.2, 0.2], [-0.1, 0.1, -0.3], [-0.1, 0.0, 0.2], [0.0, 0.0, 0.0], [-0.1, 0.1, -0.1], [0.0, 0.0, 0.0], [-0.1, 0.0, 0.0], [0.0, -0.1, -0.1], [-0.2, 0.2, 0.1], [-0.1, -0.1, -0.1], [-0.8, 0.7, 0.2], [-0.2, -0.1, 0.1], [0.5, -0.8, -0.4], [-0.4, 0.2, 0.2], [0.1, -0.1, 0.0], [0.4, 0.1, 0.0], [0.2, 0.1, 0.2], [0.0, 0.2, -0.1], [-0.4, 0.0, 0.2], [-0.1, 0.4, 0.0], [-0.2, -0.1, 0.1], [0.0, 0.0, 0.3], [0.0, 0.2, -0.1], [-0.1, 0.0, 0.0], [0.2, 0.0, 0.1]], "mulliken_charge": [-1.002, -0.204, -0.801, 0.632, -0.354, -0.056, 0.552, 0.636, 0.570, 0.607, 0.968, -1.386, -0.084, 0.236, 0.616, 0.721, 0.204, -0.275, 0.343, -0.603, 0.362, -0.224, 0.404, -0.665, 0.344, -0.098, 0.384, 0.946, -0.684, 0.434, -0.560, 0.373, -0.458, 0.352, -0.578, 0.318, -0.328, 0.713, 0.031, -0.089, -2.120, 1.928, -1.550, -1.631, 0.029, -0.556, -0.435, -0.408, 0.291, -0.170, -0.189, 0.001, 0.261, -0.735, -0.753, -0.359, 1.784, -1.509, -1.457, -1.954, 0.446, 0.413, 0.474, 0.441, 0.348, 0.382, 0.403, 0.352, 0.456, 0.472, 0.477, 0.359, 0.674, 0.464, 0.427, 0.351, 0.456, 0.378, 0.344, 0.463, 0.361, 0.455, 0.394, 0.446], "homo_lumo_gap_ev": 6.2, "energy_ha": -1853.1223, "e_above_lowest_kcal_mol": 45.20, "e_homo_ha": -0.5970, "charge": 3}

[2]
{"formula": "C36H44N5P2S4Sr", "method": "ωB97M-V/def2-TZVPD", "elements": ["Sr", "C", "C", "C", "P", "C", "C", "C", "C", "C", "C", "C", "C", "C", "N", "C", "C", "C", "C", "C", "C", "P", "C", "C", "C", "C", "C", "C", "H", "H", "H", "H", "H", "H", "H", "H", "H", "H", "H", "H", "H", "H", "H", "H", "H", "H", "H", "H", "H", "H", "H", "H", "H", "H", "H", "H", "H", "H", "H", "H", "H", "H", "H", "H", "S", "C", "S", "C", "C", "N", "C", "N", "C", "C", "N", "C", "C", "S", "C", "C", "S", "C", "N", "C", "H", "H", "H", "H", "H", "H", "H", "H"], "coordinates": [[-0.969828, -0.487159, 0.967710], [1.446694, 2.375809, -3.487759], [1.036526, 0.920777, -3.439266], [1.234390, 0.312148, -4.846422], [-0.661204, 0.664463, -2.640724], [-1.930808, 0.652180, -3.998894], [-1.788762, 1.774543, -5.045926], [-3.325075, 0.521785, -3.371892], [-0.883606, 2.162722, -1.616974], [-1.752392, 3.209881, -2.056010], [-2.022460, 4.303802, -1.216729], [-1.523609, 4.343804, 0.071732], [-0.632515, 3.336426, 0.464337], [-0.273193, 2.246034, -0.336001], [0.615515, 1.228421, 0.073325], [1.898960, 1.511841, 0.467522], [2.400703, 2.836773, 0.648732], [3.782174, 3.024319, 0.767391], [4.662524, 1.939683, 0.769761], [4.207185, 0.626186, 0.752965], [2.830457, 0.404999, 0.697597], [2.313571, -1.313003, 0.829882], [3.447860, -2.296685, -0.296853], [3.007023, -3.824325, -0.345226], [3.489788, -1.719862, -1.724285], [2.837266, -1.861123, 2.590700], [2.521836, -0.841409, 3.705481], [4.296589, -2.312376, 2.719660], [2.185101, 2.491660, -4.287850], [1.910379, 2.747887, -2.564801], [0.575065, 3.040515, -3.680952], [1.657568, 0.308827, -2.751830], [0.790355, 0.965923, -5.617662], [0.821335, -0.697012, -5.038306], [2.301904, 0.207205, -5.018036], [-1.695300, -0.332055, -4.469614], [-2.707645, 2.387563, -5.134234], [-1.593273, 1.360253, -6.052353], [-0.986107, 2.475843, -4.859323], [-3.832567, 1.481371, -3.290615], [-3.273599, 0.086693, -2.365558], [-3.994914, -0.119576, -3.996446], [-2.271510, 3.086881, -3.002485], [-2.636701, 5.085227, -1.657358], [-1.783292, 5.143771, 0.742493], [-0.132383, 3.345381, 1.452741], [1.724867, 3.690282, 0.445371], [4.178973, 4.020120, 0.758101], [5.753595, 2.143928, 0.782066], [4.851008, -0.237738, 0.714958], [4.448986, -2.243698, 0.170585], [1.971494, -3.940644, -0.660324], [3.136985, -4.369503, 0.613329], [3.593604, -4.314036, -1.141341], [2.462260, -1.692684, -2.124255], [4.093086, -2.347806, -2.425467], [3.923442, -0.708662, -1.692753], [2.209143, -2.752363, 2.699370], [3.095060, 0.064822, 3.589554], [2.758630, -1.293699, 4.694058], [1.453735, -0.584185, 3.765722], [4.981964, -1.458028, 2.543055], [4.578482, -3.100458, 2.028446], [4.534739, -2.658115, 3.733131], [-4.130551, -0.629699, 0.214328], [-3.763726, -2.132976, -0.510686], [-2.208744, -2.855923, -0.627075], [-4.869149, -2.808646, -1.094419], [-6.130886, -2.235219, -1.102456], [-7.280889, -1.991232, -1.088243], [-4.876659, -4.140656, -1.612311], [-5.037422, -5.209152, -2.010513], [-0.806958, -4.393545, 2.500555], [-1.055926, -3.220635, 3.408407], [-1.343668, -1.993379, 3.016948], [-1.560151, -1.204968, 4.176133], [-1.349283, -1.822846, 5.374660], [-0.940535, -3.472866, 5.137453], [-1.933213, 0.250206, 4.035143], [-1.813848, 1.220439, 5.003896], [-2.830401, 2.550629, 4.596631], [-3.104970, 1.846709, 3.029054], [-2.559846, 0.686533, 2.836504], [-3.970177, 2.613754, 2.060685], [-1.204156, -4.160943, 1.499983], [-1.308555, -5.285623, 2.878121], [0.246748, -4.593515, 2.401729], [-1.508617, -1.419194, 6.384588], [-1.354970, 1.078293, 6.010716], [-3.680445, 3.661508, 1.878011], [-4.021329, 2.015730, 1.113918], [-4.951752, 2.622672, 2.482993]], "forces_ev_per_angstrom": [[-1.1, -0.6, -1.6], [0.2, 0.8, 0.1], [-0.4, -0.8, 0.2], [-0.8, -0.3, -0.2], [0.4, -1.2, 0.6], [0.5, 0.1, 0.0], [-0.7, -0.1, -1.0], [-0.5, -0.6, -0.4], [-1.0, 0.9, -0.8], [0.7, -0.8, 1.4], [-0.4, -0.5, -1.1], [0.8, -0.7, -0.3], [0.2, 0.0, 1.1], [0.2, 0.3, -0.6], [0.4, 0.3, 0.1], [-0.5, -0.5, 0.3], [0.6, -0.1, -0.8], [-0.9, -0.9, -0.3], [1.6, 0.3, 0.2], [-1.2, 1.2, 0.0], [0.2, 0.4, -0.3], [-1.2, -0.3, 0.3], [0.0, -1.1, 0.3], [0.5, 0.8, 0.0], [0.0, -0.1, 0.1], [0.4, -0.1, -0.4], [-0.6, -0.9, 0.2], [0.5, 0.8, 0.2], [0.0, 0.3, 0.0], [-0.2, -0.2, -0.1], [0.7, -0.4, 0.0], [-0.1, 0.7, -0.3], [0.3, -0.2, 0.3], [-0.1, 0.4, 0.5], [0.2, 0.2, -0.2], [-0.1, 0.7, 0.2], [0.3, -0.4, 0.1], [-0.2, 0.1, 0.4], [0.2, 0.0, 0.2], [0.1, 0.2, 0.1], [-0.1, 0.0, -0.2], [0.5, 0.4, 0.5], [0.3, 0.3, 0.1], [-0.1, 0.0, 0.5], [0.1, 0.2, 0.2], [-0.6, 0.2, -0.5], [0.7, -0.6, 0.4], [0.2, 0.4, 0.1], [-0.8, -0.2, 0.0], [0.4, 0.2, 0.2], [-0.3, -0.1, -0.5], [-0.2, 0.2, 0.1], [0.0, 0.4, -0.5], [0.0, 0.0, 0.5], [0.3, 0.2, 0.0], [-0.3, 0.4, 0.7], [-0.3, -0.3, -0.2], [-0.1, 0.1, 0.3], [0.2, 0.3, -0.1], [0.0, 0.2, -0.6], [0.2, 0.0, -0.2], [-0.3, -0.4, 0.0], [-0.1, -0.1, -0.1], [-0.2, 0.0, -0.1], [1.0, 0.5, 0.4], [-1.1, -0.9, -0.9], [0.6, 0.3, 0.4], [1.7, -0.2, 0.1], [-3.7, 0.4, 0.3], [2.1, 0.0, -0.2], [0.2, 0.6, 0.3], [0.2, -0.5, -0.2], [-0.7, 0.6, -0.4], [0.2, 0.0, -0.4], [0.0, -0.8, 2.6], [0.6, 0.9, -0.4], [-0.4, 0.3, 0.2], [-0.3, 0.6, -0.9], [0.2, 0.1, -0.3], [-0.4, -1.3, 0.7], [0.7, -0.2, -0.2], [-0.1, 0.8, -0.3], [0.4, -0.1, 1.6], [0.6, -1.0, -1.0], [0.0, 0.0, 0.3], [0.1, 0.1, 0.0], [0.5, -0.1, 0.1], [0.1, -0.2, -0.8], [-0.5, 0.3, -1.1], [0.2, -0.6, 0.1], [0.1, 0.7, 0.7], [-0.8, 0.0, 0.2]], "mulliken_charge": [1.623, -1.425, 1.785, -1.845, 0.725, 0.387, -1.795, -1.082, 1.469, -0.618, -0.948, -1.326, 0.571, -1.277, 0.805, -0.941, -0.467, -0.883, -1.011, -0.531, 0.690, 0.625, 0.234, -1.544, -1.474, 0.874, -1.379, -1.673, 0.537, 0.161, 0.234, -1.012, 0.389, 0.366, 0.534, 0.704, 0.425, 0.250, 0.424, 0.343, -0.147, 0.442, 0.195, 0.372, 0.520, 0.557, 0.323, 0.410, 0.319, 0.438, 0.455, 0.293, 0.301, 0.439, 0.260, 0.494, 0.257, 0.167, 0.297, 0.450, 0.087, 0.268, 0.331, 0.473, -0.650, 0.733, -0.462, 0.211, 0.011, -0.685, -0.021, -0.642, -0.825, 0.358, 0.068, -0.207, -0.334, -0.236, 0.139, -0.595, -0.283, 0.336, 0.014, -1.051, -0.029, 0.430, 0.221, 0.381, 0.409, 0.301, -0.025, 0.509], "homo_lumo_gap_ev": 5.4, "energy_ha": -3978.2830, "e_above_lowest_kcal_mol": 0.00, "e_homo_ha": -0.1397, "charge": -1}